[1]
# C2H4N2O2

3 unconnected molecules or ions with the total composition C2H4N2O2 at a distorted geometry (ωB97M-V/def2-TZVPD, the OMol25 dataset).

Cartesian coordinates (Å):
C (-0.45436, 1.08073, -0.01152)
H (1.57158, 0.35467, 0.55611)
N (4.22357, -1.10182, -0.54974)
O (3.46468, -3.26411, -0.17319)
N (3.85953, -2.14746, -0.34595)
H (1.50073, 1.94629, -0.08742)
H (-12.89058, 0.10041, 1.00456)
C (0.90993, 1.00508, 0.11943)
O (-1.08756, 2.00599, -0.51765)
H (-1.09753, 0.02023, 0.00537)

Properties
Charge: -2
Frontier orbital gap in eV: 2.601
E_HOMO in eV: 1.781
F_max in hartree/bohr: 0.0667
Energy relative to the best compared isomer or geometry (same formula, charge and spin) in eV: 1.013

Charges obtained by natural (NBO) population analysis, quoted in units of e: C 0.28; H 0.16; N -0.05; O -0.37; N 0.41; H 0.15; H -1.00; C -0.82; O -0.77; H 0.01



[2]
# C2H4N2O2

C2H4N2O2 in the gas phase at a distorted geometry (ωB97M-V/def2-TZVPD, the OMol25 dataset).

Cartesian coordinates (Å):
H (0.26120, 1.25684, -1.21127)
N (0.08835, -0.83963, 0.58584)
O (-1.99333, -0.72388, -0.21109)
H (-0.35539, -1.62917, 1.09461)
H (-1.40862, 1.27547, -1.72953)
C (1.29366, -0.23758, 0.89551)
O (1.77658, 0.62988, 0.17748)
N (-0.65742, 0.89706, -1.15409)
C (-0.88672, -0.18393, -0.36347)
H (1.88170, -0.44507, 1.91603)

Properties
Structure (SMILES): NC(=O)NC=O
Charge: 0
Frontier orbital gap in eV: 11.095
E_HOMO in eV: -10.251
F_max in hartree/bohr: 0.0748
Energy relative to the best compared isomer or geometry (same formula, charge and spin) in eV: 0.861

Charges obtained by natural (NBO) population analysis, quoted in units of e: H 0.43; N -0.67; O -0.64; H 0.44; H 0.42; C 0.53; O -0.62; N -0.82; C 0.79; H 0.14



[3]
# C2H4N2O2

C2H4N2O2 in the gas phase at a distorted geometry (ωB97M-V/def2-TZVPD, the OMol25 dataset).

Cartesian coordinates (Å):
H (2.05924, 0.33138, -0.93799)
C (0.27341, 0.79579, 0.01481)
N (-1.08490, -0.40319, 0.04681)
H (-3.09862, -0.38900, -0.01502)
C (1.44059, -0.03198, -0.10702)
H (1.06727, -1.09592, -0.05354)
O (-0.76547, -1.53656, 0.31125)
H (2.30080, 0.32146, 0.63586)
O (-0.02069, 1.90678, 0.22156)
N (-2.17164, 0.10125, -0.11671)

Properties
Structure (SMILES): [H]/N=[N+](\[O-])C(C)=O
Charge: 0
Frontier orbital gap in eV: 10.027
E_HOMO in eV: -9.711
F_max in hartree/bohr: 0.0696
Energy relative to the best compared isomer or geometry (same formula, charge and spin) in eV: 5.178

Charges obtained by natural (NBO) population analysis, quoted in units of e: H 0.28; C 0.71; N 0.26; H 0.35; C -0.82; H 0.31; O -0.48; H 0.28; O -0.44; N -0.46



[4]
# C2H4N2O2

C2H4N2O2 in the gas phase at a distorted geometry (ωB97M-V/def2-TZVPD, the OMol25 dataset).

Cartesian coordinates (Å):
O (2.25083, -0.36965, -0.06351)
C (0.30181, 0.70493, 0.00901)
N (0.86746, -0.45826, 0.04949)
H (2.56209, -1.31840, 0.08665)
H (0.99043, 1.58694, 0.04270)
C (-1.16936, 0.82059, -0.03393)
H (-1.50344, 1.87103, -0.03201)
O (-1.60835, -1.36058, -0.02132)
H (-0.63886, -1.38438, -0.03380)
N (-2.05259, -0.09220, -0.00328)

Properties
Structure (SMILES): O/N=C\C=N\O
Charge: 0
Frontier orbital gap in eV: 9.747
E_HOMO in eV: -9.661
F_max in hartree/bohr: 0.0393
Energy relative to the best compared isomer or geometry (same formula, charge and spin) in eV: 4.979

Charges obtained by natural (NBO) population analysis, quoted in units of e: O -0.55; C -0.02; N -0.17; H 0.49; H 0.21; C -0.09; H 0.20; O -0.52; H 0.47; N -0.03



[5]
# C2H4N2O2

C2H4N2O2 in the gas phase (ωB97M-V/def2-TZVPD, the OMol25 dataset).

Cartesian coordinates (Å):
N (1.93393, 0.24310, -0.09401)
H (-2.19275, 0.85724, 0.97230)
O (-2.30885, -0.12748, -0.76679)
C (-1.55706, 0.37164, 0.22686)
O (0.72766, -1.67242, 0.25958)
H (-1.77604, -0.54744, -1.44995)
C (0.76989, -0.46057, 0.14468)
N (-0.31112, 0.38322, 0.41960)
H (1.93865, 1.22214, 0.15588)
H (2.77569, -0.26944, 0.13185)

Properties
Structure (SMILES): NC(=O)/N=C\O
Charge: 0
Frontier orbital gap in eV: 10.597
E_HOMO in eV: -9.929
F_max in hartree/bohr: 0.0118
Energy relative to the best compared isomer or geometry (same formula, charge and spin) in eV: 1.156

Charges obtained by natural (NBO) population analysis, quoted in units of e: N -0.83; H 0.16; O -0.65; C 0.50; O -0.62; H 0.50; C 0.76; N -0.60; H 0.39; H 0.40



[6]
# C2H4N2O2

C2H4N2O2 in the gas phase at a distorted geometry (ωB97M-V/def2-TZVPD, the OMol25 dataset).

Cartesian coordinates (Å):
H (1.68458, -1.63055, 0.27295)
N (-0.69436, 1.08064, -0.24307)
O (-2.14344, 0.53215, 0.07776)
N (2.27191, -0.85432, -0.06795)
H (1.91246, 1.09597, -0.72936)
C (0.07780, 0.15841, 0.21397)
O (-0.39381, -0.97102, 0.66888)
C (1.53195, 0.15779, -0.31541)
H (-1.56069, -0.71643, 0.56965)
H (-2.68640, 1.14737, -0.44741)

Properties
Structure (SMILES): [H]/N=C\C(O)=N\O
Charge: 0
Frontier orbital gap in eV: 10.709
E_HOMO in eV: -10.295
F_max in hartree/bohr: 0.0709
Energy relative to the best compared isomer or geometry (same formula, charge and spin) in eV: 4.473

Charges obtained by natural (NBO) population analysis, quoted in units of e: H 0.35; N -0.19; O -0.69; N -0.55; H 0.20; C 0.43; O -0.68; C 0.06; H 0.54; H 0.52